[1]
{
  "formula": "C29H36ClNO10S2",
  "method": "ωB97M-V with the def2-TZVPD basis set",
  "lumo_energy_ev": -0.43,
  "smiles": "CCCO[C@H]1[C@@](Cl)(CC(=O)O)[C@](CON=O)(S(C)(=O)=O)COS1(=O)=O.c1ccccc1.c1ccccc1.c1ccccc1",
  "total_charge": 0,
  "homo_energy_ha": -0.339,
  "homo_lumo_gap_ev": 8.793,
  "symbols": ["C", "C", "C", "O", "C", "C", "Cl", "C", "C", "O", "O", "C", "C", "O", "N", "O", "S", "C", "O", "O", "C", "O", "S", "O", "O", "H", "H", "H", "H", "H", "H", "H", "H", "H", "H", "H", "H", "H", "H", "H", "H", "H", "H", "C", "C", "C", "C", "C", "C", "H", "H", "H", "H", "H", "H", "C", "C", "C", "C", "C", "C", "H", "H", "H", "H", "H", "H", "C", "C", "C", "C", "C", "C", "H", "H", "H", "H", "H", "H"],
  "positions_angstrom": [[2.259, 1.071, 0.179], [1.816, 1.019, -1.320], [0.983, -0.256, -1.539], [-0.329, 0.007, -1.011], [-1.351, -0.591, -1.721], [-2.573, -0.942, -0.858], [-3.861, -1.438, -2.049], [-2.401, -2.158, 0.072], [-1.049, -2.317, 0.743], [-0.938, -2.074, 1.884], [0.013, -2.781, 0.058], [-3.096, 0.333, -0.123], [-2.369, 0.540, 1.237], [-2.359, 1.936, 1.590], [-1.019, 2.344, 1.779], [-0.840, 3.421, 1.368], [-4.877, 0.251, 0.285], [-5.938, 0.848, -1.040], [-5.300, -1.074, 0.645], [-5.090, 1.117, 1.410], [-2.847, 1.642, -0.930], [-3.040, 1.528, -2.349], [-1.864, 0.647, -3.027], [-2.260, 0.021, -4.233], [-0.790, 1.546, -3.256], [2.142, 0.092, 0.648], [3.297, 1.394, 0.224], [1.602, 1.776, 0.688], [1.162, 1.870, -1.500], [2.654, 1.011, -2.015], [0.952, -0.465, -2.611], [1.507, -1.067, -1.031], [-0.994, -1.468, -2.267], [-3.154, -2.217, 0.853], [-2.549, -3.046, -0.551], [0.777, -2.346, 0.469], [-1.326, 0.251, 1.160], [-2.896, -0.007, 2.019], [-6.719, 1.432, -0.554], [-5.441, 1.474, -1.778], [-6.409, -0.031, -1.470], [-3.504, 2.420, -0.550], [-1.813, 1.961, -0.783], [2.927, -3.245, -5.201], [2.420, -1.992, -4.888], [3.269, -0.893, -4.833], [4.624, -1.050, -5.089], [5.131, -2.305, -5.394], [4.283, -3.403, -5.452], [2.264, -4.101, -5.250], [1.362, -1.871, -4.686], [2.873, 0.087, -4.592], [5.285, -0.193, -5.050], [6.189, -2.429, -5.589], [4.679, -4.381, -5.692], [-2.517, -2.537, 5.926], [-1.907, -2.880, 4.726], [-1.170, -4.052, 4.634], [-1.039, -4.880, 5.741], [-1.641, -4.532, 6.942], [-2.381, -3.362, 7.035], [-3.097, -1.625, 5.997], [-2.006, -2.237, 3.866], [-0.697, -4.321, 3.697], [-0.466, -5.796, 5.668], [-1.534, -5.175, 7.808], [-2.853, -3.091, 7.971], [4.006, 6.339, 0.286], [2.728, 5.978, 0.689], [2.541, 4.858, 1.487], [3.634, 4.096, 1.878], [4.911, 4.451, 1.468], [5.098, 5.573, 0.673], [4.152, 7.216, -0.332], [1.876, 6.571, 0.381], [1.544, 4.578, 1.804], [3.488, 3.223, 2.503], [5.763, 3.853, 1.769], [6.095, 5.852, 0.355]],
  "mulliken_charge": [-0.6047, -0.8351, -0.3251, 0.3475, -1.0099, 0.7422, -0.0136, -1.2263, 0.2262, -0.4470, -0.5241, 1.3250, -2.0363, -0.2170, 0.0998, -0.2843, 2.1009, -1.0864, -0.7794, -0.8192, -2.1669, -0.4881, 1.4025, -0.6809, -0.7271, 0.1997, 0.3623, -0.0358, 0.2846, 0.4931, 0.0386, 0.3736, 0.7883, 0.3300, 0.7051, 0.3750, 0.9027, 0.7066, 0.4474, 0.2636, 0.3812, 0.7965, 0.5695, -0.5270, -0.3219, -0.3079, -0.4404, -0.3814, -0.3399, 0.3693, 0.4166, 0.4706, 0.3716, 0.3579, 0.3634, -0.5535, 0.0770, -0.3835, -0.3730, -0.4355, -0.3477, 0.3654, 0.2466, 0.3372, 0.3570, 0.3555, 0.3607, -0.3314, -0.5380, -0.1732, -0.4283, -0.3466, -0.4381, 0.3655, 0.3856, 0.3652, 0.4114, 0.3708, 0.3652]
}



[2]
{
  "formula": "C29H36N6OPPt",
  "method": "ωB97M-V with the def2-TZVPD basis set",
  "lumo_energy_ev": [-3.96, -3.96],
  "total_charge": 1,
  "homo_energy_ha": [-0.353, -0.353],
  "homo_lumo_gap_ev": [5.639, 5.638],
  "e_above_lowest_kcal_mol": 82.2,
  "symbols": ["Pt", "C", "C", "C", "P", "C", "C", "C", "C", "C", "C", "C", "C", "C", "C", "N", "C", "C", "C", "C", "C", "C", "C", "C", "C", "H", "H", "H", "H", "H", "H", "H", "H", "H", "H", "H", "H", "H", "H", "H", "H", "H", "H", "H", "H", "H", "H", "H", "H", "H", "H", "H", "H", "H", "H", "H", "N", "C", "N", "C", "N", "C", "C", "N", "C", "C", "N", "H", "H", "H", "H", "H", "O", "C"],
  "positions_angstrom": [[-0.353, -0.346, -0.979], [2.503, -2.407, -0.687], [2.802, -1.247, -1.638], [4.300, -0.936, -1.656], [1.838, 0.248, -1.164], [2.428, 1.610, -2.222], [2.204, 1.257, -3.695], [1.735, 2.914, -1.820], [2.264, 0.635, 0.533], [3.402, 1.327, 0.962], [3.591, 1.636, 2.296], [4.823, 2.365, 2.777], [2.591, 1.240, 3.193], [1.463, 0.548, 2.794], [1.286, 0.217, 1.444], [0.212, -0.523, 0.972], [-1.066, -0.491, 1.607], [-1.606, -1.708, 2.058], [-0.751, -2.948, 2.071], [-2.902, -1.738, 2.548], [-3.683, -0.586, 2.633], [-5.091, -0.650, 3.170], [-3.119, 0.612, 2.221], [-1.821, 0.689, 1.713], [-1.272, 2.039, 1.321], [3.005, -3.309, -1.041], [1.435, -2.611, -0.613], [2.863, -2.185, 0.320], [2.470, -1.514, -2.644], [4.642, -0.615, -0.671], [4.563, -0.172, -2.388], [4.847, -1.844, -1.917], [3.498, 1.707, -2.021], [1.154, 1.024, -3.878], [2.809, 0.405, -4.009], [2.475, 2.107, -4.326], [0.662, 2.842, -1.995], [2.125, 3.740, -2.420], [1.902, 3.151, -0.769], [4.146, 1.649, 0.239], [5.452, 2.670, 1.942], [5.423, 1.728, 3.431], [4.561, 3.258, 3.347], [2.704, 1.488, 4.244], [0.715, 0.249, 3.519], [-0.160, -3.043, 1.163], [-1.361, -3.842, 2.200], [-0.036, -2.905, 2.897], [-3.312, -2.681, 2.899], [-5.123, -1.209, 4.105], [-5.754, -1.160, 2.466], [-5.495, 0.345, 3.351], [-3.707, 1.523, 2.290], [-2.088, 2.716, 1.062], [-0.582, 1.982, 0.480], [-0.723, 2.490, 2.151], [-3.034, 2.652, -3.023], [-1.805, 2.553, -3.503], [-1.016, 1.557, -3.176], [-2.896, 0.646, -2.094], [-3.624, 1.680, -2.359], [-3.259, -1.583, -1.225], [-4.272, -2.508, -0.984], [-3.980, -3.767, -0.732], [-2.688, -4.118, -0.755], [-1.696, -3.194, -0.989], [-1.995, -1.902, -1.197], [-3.616, 3.467, -3.168], [-1.471, 3.330, -4.180], [-5.311, -2.201, -1.012], [-2.451, -5.158, -0.570], [-0.652, -3.466, -1.032], [-3.663, -0.314, -1.522], [-1.456, 0.587, -2.342]],
  "mulliken_charge": [0.7720, -1.4310, 0.5109, -1.5383, 0.3233, 0.8803, -1.4880, -1.2966, 0.0493, -0.3067, 0.5207, -1.6524, -0.8643, -0.6758, -0.2726, 0.1165, -0.2987, 0.7178, -1.7580, -0.5193, 0.6076, -1.5012, -1.0437, 1.1625, -1.4962, 0.6314, 0.0076, 0.2316, 0.6367, 0.2894, 0.3458, 0.4772, 0.6128, 0.2359, 0.3462, 0.5154, 0.0143, 0.5253, 0.2777, 0.2493, 0.3483, 0.3378, 0.3670, 0.4059, 0.5662, 0.1394, 0.4496, 0.3774, 0.4433, 0.3781, 0.3047, 0.3869, 0.3857, 0.4677, 0.0816, 0.3764, 0.1500, -0.3339, -0.2082, 0.2914, -0.5851, 0.5690, -0.5087, -0.5147, -0.4705, -0.4297, -0.0649, 0.2281, 0.4870, 0.5193, 0.4346, 0.5184, -0.2799, 0.4672]
}



[3]
{
  "formula": "C29H37Br4N11O4Sr",
  "method": "ωB97M-V with the def2-TZVPD basis set",
  "lumo_energy_ev": -0.17,
  "total_charge": 0,
  "homo_energy_ha": -0.228,
  "homo_lumo_gap_ev": 6.034,
  "e_above_lowest_kcal_mol": 47.3,
  "symbols": ["Sr", "O", "C", "C", "C", "C", "C", "C", "C", "O", "N", "N", "C", "C", "C", "C", "C", "C", "N", "H", "H", "H", "H", "H", "H", "H", "H", "H", "H", "N", "C", "C", "C", "N", "C", "C", "N", "C", "H", "H", "H", "H", "H", "H", "H", "H", "H", "H", "H", "H", "H", "H", "H", "H", "C", "N", "C", "C", "N", "N", "C", "N", "N", "H", "H", "H", "H", "H", "H", "H", "H", "H", "H", "H", "Br", "C", "C", "Br", "C", "Br", "C", "O", "C", "O", "C", "Br"],
  "positions_angstrom": [[1.176, 0.088, 0.356], [3.355, -3.714, -1.108], [2.595, -4.682, -0.567], [2.988, -6.006, -0.767], [2.245, -7.043, -0.242], [1.092, -6.784, 0.494], [0.698, -5.475, 0.697], [1.430, -4.411, 0.171], [1.016, -3.003, 0.417], [1.871, -2.057, 0.213], [-0.185, -2.822, 0.898], [-0.669, -1.574, 1.096], [-0.802, -1.158, 2.296], [-1.337, 0.181, 2.553], [-1.348, 0.703, 3.847], [-1.757, 2.007, 4.045], [-2.152, 2.762, 2.948], [-2.132, 2.153, 1.703], [-1.738, 0.904, 1.498], [3.003, -2.858, -0.772], [3.892, -6.189, -1.334], [2.567, -8.065, -0.401], [0.513, -7.599, 0.908], [-0.189, -5.248, 1.272], [-0.463, -1.755, 3.143], [-1.028, 0.087, 4.678], [-1.765, 2.438, 5.038], [-2.469, 3.790, 3.059], [-2.441, 2.696, 0.814], [-4.311, 0.971, -0.511], [-4.828, 0.709, -1.859], [-4.462, -0.723, -2.261], [-2.971, -0.897, -2.550], [-2.155, -0.743, -1.319], [-2.507, 0.114, -3.596], [-2.790, 1.563, -3.213], [-1.938, 1.984, -2.097], [-4.282, 1.712, -2.883], [-4.851, 0.466, 0.182], [-4.366, 1.957, -0.287], [-2.455, 0.118, -0.839], [-5.923, 0.797, -1.882], [-5.014, -0.985, -3.166], [-4.782, -1.416, -1.476], [-2.791, -1.898, -2.939], [-1.119, -0.645, -1.556], [-2.230, -1.522, -0.668], [-3.032, -0.105, -4.527], [-1.442, -0.020, -3.793], [-2.597, 2.176, -4.103], [-1.903, 2.994, -2.045], [-0.985, 1.649, -2.225], [-4.839, 1.562, -3.812], [-4.496, 2.732, -2.546], [2.076, 4.762, 3.815], [1.931, 4.131, 2.513], [1.563, 4.998, 1.411], [1.757, 2.774, 2.365], [1.036, 2.217, 1.473], [2.483, 2.037, 3.303], [2.651, 0.661, 3.385], [3.525, 0.300, 4.389], [2.002, -0.158, 2.654], [3.096, 5.114, 3.995], [1.785, 4.079, 4.613], [1.411, 5.625, 3.871], [2.108, 5.935, 1.513], [0.489, 5.219, 1.394], [1.855, 4.539, 0.467], [0.556, 2.902, 0.900], [3.143, 2.581, 3.829], [4.198, 0.970, 4.721], [3.873, -0.643, 4.351], [2.244, -1.126, 2.846], [2.582, -2.590, -5.765], [2.595, -1.410, -4.289], [3.693, -0.608, -4.029], [5.211, -0.671, -5.156], [3.681, 0.237, -2.914], [5.202, 1.255, -2.430], [2.571, 0.365, -2.074], [2.557, 1.103, -1.006], [1.395, -0.407, -2.403], [0.324, -0.242, -1.638], [1.477, -1.316, -3.448], [0.035, -2.543, -3.637]],
  "mulliken_charge": [1.1416, -0.7193, 0.4011, -0.6944, -0.3320, -0.8036, -0.4332, 0.1803, 1.1833, -0.9553, -1.4211, 0.4161, -0.4791, 1.2694, -1.1024, -0.4116, -1.0225, -0.4759, 0.3534, 0.2500, 0.4530, 0.3711, 0.3938, 0.4545, 0.3220, 0.4607, 0.4412, 0.4610, 0.5068, -0.4627, 0.0504, -1.4656, 0.4190, 1.2441, -0.7455, -0.0705, -0.2749, -1.5056, 0.2497, 0.2313, -0.1273, 0.3078, 0.5040, 0.4235, 0.3250, -0.9152, 0.5685, 0.5638, -0.0309, 0.4877, 0.3340, -0.0780, 0.4588, 0.4279, -1.3257, 0.1611, -1.2469, -0.2981, 0.6611, -0.0267, 0.1204, -0.4893, -0.0128, 0.3001, 0.4534, 0.4174, 0.4244, 0.3363, 0.4020, -0.2232, 0.2977, 0.1787, 0.2560, -0.0679, -0.2065, -0.0605, 0.2121, -0.1953, 0.1982, -0.1838, 0.4240, -1.0789, -0.7211, 0.2729, 0.0248, -0.1320]
}